[1]
Molecular formula: C4H11NS
Method: DFT, wB97M-V/def2-TZVPD

```
17
Properties=species:S:1:pos:R:3:forces:R:3:mulliken_charge:R:1
C 0.5026 0.5999 -2.8464 0.99 0.30 1.46 -1.07
C -0.9450 0.1913 -2.4105 0.40 3.79 -1.52 -0.51
S -1.2537 -0.0940 -0.7004 0.12 -1.19 1.56 -0.60
H 1.1567 0.9050 -1.9986 -0.86 -0.25 0.24 0.26
H 0.5578 1.5216 -3.4153 -0.44 -0.02 -0.72 0.31
H 1.1736 -0.1210 -3.2912 -0.36 -0.70 -0.63 0.30
H -1.4351 -0.3372 -3.2230 0.04 -1.10 0.37 0.34
H -1.4709 1.1902 -2.5392 0.39 -0.87 -0.10 0.13
C 1.4526 -0.2773 2.1429 -1.85 -1.35 -0.17 0.01
C 0.8471 -1.3813 1.7024 0.16 0.94 -0.45 -0.68
N 0.5846 0.6686 2.9244 0.34 0.03 1.58 -0.43
H 2.4715 -0.0143 1.9800 0.22 0.80 -0.26 0.38
H 1.2535 -1.8883 0.8142 -0.11 -0.34 0.96 0.23
H -0.1150 -1.6566 2.1467 0.14 0.00 -0.85 0.23
H -0.4623 0.5026 2.9006 1.48 0.02 -0.75 0.39
H 0.8482 0.6170 3.9289 -0.22 0.18 -0.53 0.36
H 0.7884 1.6336 2.6352 -0.43 -0.25 -0.20 0.37
```
Forces are in eV/Å.

Values from the calculation:
Energy above the lowest of the compared OMol25 structures with the same formula, charge and spin   459.7 kJ/mol
HOMO energy   -5.35 eV
LUMO level   -0.842 eV
2S+1   1
Orbital gap   4.51 eV


[2]
Molecular formula: C4H11NS
Method: DFT, wB97M-V/def2-TZVPD

```
17
Properties=species:S:1:pos:R:3:forces:R:3:mulliken_charge:R:1
C 2.0111 0.4570 -1.9689 -0.14 0.91 0.07 -1.09
C 0.9976 0.9205 -0.9300 -0.34 0.34 0.72 -0.07
C -0.3002 0.5733 -0.9574 0.73 0.67 -0.78 -0.10
N -1.3039 0.9436 0.0014 1.02 0.14 -1.38 -0.47
H 1.5180 -0.1157 -2.7677 0.24 0.21 0.25 0.29
H 2.5821 1.3114 -2.4030 -0.74 -0.37 0.10 0.29
H 2.8038 -0.1311 -1.5308 0.04 -0.52 0.28 0.29
H 1.3408 1.5916 -0.0838 -0.24 -0.84 -1.06 0.19
H -0.6677 -0.0242 -1.7941 -0.04 0.00 0.36 0.29
H -0.9197 1.5936 0.6450 0.19 0.70 0.76 0.22
H -2.1356 1.3291 -0.4317 0.00 -0.15 0.06 0.25
C -0.7853 -1.5788 2.4533 0.02 -1.09 -0.16 -0.73
S -1.9870 -1.7602 1.0398 1.28 1.10 0.35 -0.30
H -0.8606 -2.5440 3.0404 0.47 1.23 -0.59 0.26
H 0.2428 -1.3782 2.0588 -0.81 -0.54 0.39 0.22
H -1.0524 -0.7438 3.0977 -0.18 -0.06 0.04 0.26
H -1.4838 -0.4441 0.5311 -1.49 -1.72 0.58 0.20
```
Forces are in eV/Å.

Values from the calculation:
Energy above the lowest of the compared OMol25 structures with the same formula, charge and spin   149.5 kJ/mol
SMILES   C/C=C/N.CS
HOMO energy   -7.82 eV
LUMO level   0.829 eV
2S+1   1
Orbital gap   8.65 eV


Q: What is the 2S+1 in the first record?
A: 1